{
  "formula": "C3H9N2O2",
  "method": "ωB97M-V/def2-TZVPD",
  "lumo_ev": -3.4,
  "charge": 1,
  "relative_energy_ev": 1.783,
  "homo_energy_ev": -12.80,
  "multiplicity": 1,
  "symbols": ["O", "O", "N", "N", "C", "C", "C", "H", "H", "H", "H", "H", "H", "H", "H", "H"],
  "xyz": [[2.78445, 0.86061, -0.34254], [2.09707, 2.47061, 1.08151], [-0.15917, 0.68477, 0.66518], [-2.44797, -1.98800, -0.49740], [-0.79122, -0.48629, 0.46057], [-1.80754, -0.66975, -0.40399], [2.88247, 2.03751, 0.29613], [-2.14110, 0.01556, -1.16688], [-0.51608, -1.30724, 1.11642], [-2.48768, -2.32776, -1.46056], [-3.42045, -1.92928, -0.18083], [-2.00141, -2.70726, 0.06286], [0.73057, 0.66310, 1.14137], [3.84364, 2.54949, 0.13050], [-0.17454, 1.38738, -0.05242], [3.60898, 0.74655, -0.84991]],
  "forces_ev_per_a": [[0.1, 0.1, -0.2], [-0.6, -0.5, -0.3], [0.4, -0.6, 0.1], [-0.8, 0.1, -0.1], [-0.7, 0.3, -0.2], [0.7, -0.1, -0.1], [1.3, 0.6, 0.7], [-0.1, 0.1, 0.2], [0.1, 0.1, 0.1], [0.1, -0.1, 0.0], [0.0, -0.1, 0.0], [0.3, -0.1, 0.2], [-0.2, 0.1, 0.1], [-0.1, 0.0, -0.3], [-0.2, 0.2, 0.0], [-0.4, -0.2, 0.1]],
  "mulliken_charge": [-0.425, -0.452, -0.379, -0.294, -0.184, -0.281, 0.174, 0.336, 0.234, 0.368, 0.364, 0.334, 0.262, 0.336, 0.242, 0.366]
}